[1]
{
  "formula": "C18H27CoO2",
  "method": "ωB97M-V/def2-TZVPD",
  "elements": ["Co", "O", "O", "C", "C", "C", "C", "C", "C", "C", "C", "C", "C", "C", "C", "C", "C", "C", "C", "C", "C", "H", "H", "H", "H", "H", "H", "H", "H", "H", "H", "H", "H", "H", "H", "H", "H", "H", "H", "H", "H", "H", "H", "H", "H", "H", "H", "H"],
  "coordinates": [[0.8616, 0.8286, 0.6225], [0.7167, -0.9401, 1.3544], [0.3444, 0.1652, -1.0371], [0.1691, 2.7181, 0.7864], [-0.3408, 1.1400, -3.9771], [1.9737, 1.8702, 1.9480], [-0.4861, -0.2904, -3.6875], [0.3262, -2.5458, 3.1250], [-2.1533, -0.8914, 0.8336], [-2.6273, 1.2050, 1.6764], [2.3816, 2.0856, 0.5877], [-1.6987, -1.0099, -4.1114], [0.6818, -1.0676, -1.5371], [-2.4191, -0.0261, -0.2665], [0.6517, -1.0049, -3.1059], [0.5896, 2.2248, 2.0580], [2.5839, -1.5332, 2.7537], [-2.7177, 1.2693, 0.2515], [-2.3014, -0.1361, 2.0356], [1.0823, -1.3106, 2.6368], [1.2735, 2.6626, -0.1105], [0.6960, -2.0366, -3.4791], [-0.7573, -2.3979, 3.0852], [-2.8131, 2.0261, 2.3696], [0.2235, 1.3167, -4.9137], [-1.6213, -1.3990, -5.1444], [-1.3295, 1.6079, -4.0922], [1.2811, 3.0171, -1.1428], [0.5916, -3.4349, 2.5363], [-2.5532, -0.3159, -4.1033], [-1.9302, -1.8598, -3.4504], [0.6044, -2.7427, 4.1699], [3.3767, 1.9071, 0.1722], [2.8446, -1.7601, 3.7934], [-3.0104, 2.1356, -0.3460], [1.5837, -0.4991, -3.4100], [-2.4470, -0.3140, -1.3119], [-0.8039, 3.1471, 0.5527], [-0.0578, -1.8239, -1.1892], [-1.9138, -1.9462, 0.7614], [-2.2091, -0.5220, 3.0466], [0.2015, 1.6466, -3.1614], [2.8880, -2.3839, 2.1305], [1.7060, -1.3805, -1.2150], [-0.0165, 2.1994, 2.9634], [2.6226, 1.5337, 2.7541], [3.1373, -0.6399, 2.4456], [0.8147, -0.4943, 3.3419]],
  "mulliken_charge": [-0.356, 0.091, -0.260, -0.336, -0.960, -0.398, 0.777, -1.689, -0.463, -0.846, -0.709, -1.501, -0.231, -0.043, -1.024, -0.559, -1.637, -0.885, -0.678, 0.861, -0.336, 0.332, 0.304, 0.429, 0.299, 0.368, 0.344, 0.497, 0.307, 0.357, 0.361, 0.430, 0.426, 0.402, 0.448, 0.358, 0.380, 0.568, 0.100, 0.342, 0.405, -0.077, 0.347, 0.102, 0.445, 0.597, 0.260, 0.051],
  "s2": 6.02,
  "charge": -2,
  "orbital_gap_ha": [0.17364, 0.17027],
  "total_energy_ha": -2235.10755,
  "homo_energy_ev": [0.754, 0.722],
  "spin_multiplicity": 5,
  "de_lowest_ev": 0.000
}

=====

[2]
{
  "formula": "C18H27CuN5O7Ta",
  "method": "ωB97M-V/def2-TZVPD",
  "elements": ["Ta", "Cu", "O", "O", "O", "O", "O", "O", "O", "N", "N", "N", "N", "N", "C", "C", "C", "C", "C", "C", "C", "C", "C", "C", "C", "C", "C", "C", "C", "C", "C", "C", "H", "H", "H", "H", "H", "H", "H", "H", "H", "H", "H", "H", "H", "H", "H", "H", "H", "H", "H", "H", "H", "H", "H", "H", "H", "H", "H"],
  "coordinates": [[0.0261, 0.0891, -0.0524], [-1.7605, -2.0652, 0.2743], [7.4093, 3.0379, 2.3354], [2.4679, 4.8966, 5.8076], [4.6363, 5.1877, 5.7687], [0.4001, 1.7265, 2.5411], [1.5013, 1.2558, 0.6534], [-1.6273, -0.4763, 3.7906], [6.4612, 1.7790, 0.8172], [3.5891, 4.6870, 5.3145], [0.6840, -1.5428, -0.8633], [-1.5771, 0.7156, -0.9589], [-0.8891, -0.7368, 1.5125], [6.4013, 2.5166, 1.8207], [-1.8452, 2.6358, 0.5586], [1.0006, -3.8122, -1.7131], [-2.8318, 2.6703, -1.7029], [1.4361, 1.7790, 1.8881], [2.8882, -2.6342, -0.5603], [-3.7557, 1.1258, 0.0639], [-2.4989, 1.7778, -0.5088], [1.0492, -0.8996, -2.1870], [5.0956, 2.7749, 2.4262], [1.3660, -2.8294, -0.6011], [2.6790, 2.4221, 2.4480], [3.9370, 2.1841, 1.8448], [3.6994, 3.8127, 4.1486], [4.9560, 3.5800, 3.5563], [-2.0847, -0.0805, -2.0927], [0.9184, -3.3535, 0.7469], [-1.3027, -0.8125, 2.7052], [2.5537, 3.2090, 3.5863], [5.8381, 4.0691, 3.9819], [-1.8499, 0.4303, -3.0396], [-3.4595, 2.1587, -2.4377], [1.1107, -2.6174, 1.5433], [2.1082, -1.0629, -2.4265], [1.3820, -4.7996, -1.4282], [-1.6452, -1.0797, -2.0658], [-4.3310, 0.5738, -0.6897], [3.1739, -1.8899, 0.1906], [-3.3926, 3.5266, -1.3147], [-0.1681, -3.5866, 0.7228], [0.4803, -1.3690, -2.9981], [-1.9187, 3.0251, -2.1976], [1.4264, -3.5474, -2.6855], [-1.5889, 2.0814, 1.4740], [1.4737, -4.2793, 0.9599], [3.3194, -2.3178, -1.5136], [3.3698, -3.5817, -0.2727], [-3.5104, 0.4508, 0.8937], [-2.5717, 3.4095, 0.8308], [4.0049, 1.5814, 0.9608], [-3.1639, -0.1856, -1.9613], [-0.0847, -3.8919, -1.8111], [1.5640, 3.3882, 4.0416], [-4.3994, 1.9206, 0.4638], [0.8534, 0.1919, -2.2027], [-0.9464, 3.1502, 0.1823]],
  "mulliken_charge": [0.629, 0.342, -0.532, -0.559, -0.540, -0.575, -0.951, -0.299, -0.580, 0.966, 1.241, 0.614, -0.043, 0.973, -1.876, -1.589, -1.704, 0.505, -1.534, -1.372, 1.215, -1.270, -0.494, 0.775, 0.585, -0.394, -0.364, -0.177, -1.252, -1.344, 0.471, -0.434, 0.606, 0.287, 0.397, 0.280, 0.435, 0.469, 0.577, 0.406, 0.352, 0.476, 0.187, 0.387, 0.383, 0.386, 0.402, 0.540, 0.423, 0.466, 0.241, 0.598, 0.625, 0.379, 0.342, 0.600, 0.441, 0.557, 0.324],
  "charge": 2,
  "orbital_gap_ha": 0.25526,
  "total_energy_ha": -3199.31316,
  "homo_energy_ev": -15.262,
  "de_lowest_ev": 1.028
}